Version a
{"formula": "C2H7N3O2", "method": "ωB97M-V/def2-TZVPD", "lumo_energy_ha": 0.0011, "orbital_gap_ha": 0.343, "homo_ev": -9.302, "symbols": ["O", "C", "O", "H", "N", "C", "N", "N", "H", "H", "H", "H", "H", "H"], "xyz": [[-2.596, -0.529, 0.116], [-2.435, -1.514, 0.889], [-1.341, -1.996, 1.269], [-3.346, -2.000, 1.277], [-0.111, -0.316, -0.253], [0.873, 0.454, -0.390], [0.745, 1.627, -1.198], [2.097, 0.277, 0.272], [-0.153, -1.110, 0.480], [-1.185, -0.231, -0.430], [1.474, 1.667, -1.899], [0.798, 2.479, -0.656], [2.908, 0.080, -0.294], [2.273, 1.111, 0.818]]}


Version b
{"formula": "C2H7N3O2", "method": "ωB97M-V/def2-TZVPD", "lumo_energy_ha": 0.0236, "orbital_gap_ha": 0.334, "homo_ev": -8.445, "symbols": ["C", "C", "N", "N", "N", "O", "O", "H", "H", "H", "H", "H", "H", "H"], "xyz": [[-0.865, 0.192, -0.678], [-0.974, 0.234, 1.248], [0.086, -0.822, -0.994], [1.433, -0.583, -1.110], [0.302, 0.786, 1.628], [1.798, 0.562, -1.110], [2.084, -1.607, -1.280], [-0.586, 1.075, -1.061], [-1.772, -0.127, -1.083], [-1.889, 0.870, 1.510], [-1.137, -0.842, 1.594], [-0.155, -1.670, -1.456], [1.187, 0.204, 1.422], [0.487, 1.728, 1.369]]}


Most favorable first, least favorable last: version a, version b


Version a
{"formula": "C2H7N3O2", "method": "ωB97M-V/def2-TZVPD", "lumo_energy_ha": 0.0158, "orbital_gap_ha": 0.329, "homo_ev": -8.529, "symbols": ["C", "C", "N", "O", "H", "H", "H", "H", "H", "N", "N", "O", "H", "H"], "xyz": [[0.704, -1.051, 0.893], [-0.086, 0.845, 0.309], [-1.262, 0.979, 0.999], [0.840, 1.641, 0.235], [-2.018, 0.408, 0.612], [-1.461, 1.920, 1.296], [-0.126, -1.697, 1.163], [1.486, -1.533, 0.317], [1.137, -0.528, 1.740], [0.740, -0.206, -1.706], [-0.205, -0.244, -0.697], [-1.305, -0.806, -0.923], [1.279, 0.656, -1.649], [0.280, -0.384, -2.588]]}


Version b
{"formula": "C2H7N3O2", "method": "ωB97M-V/def2-TZVPD", "smiles": "NC(N)=O.NC=O", "lumo_energy_ha": 0.0277, "orbital_gap_ha": 0.393, "homo_ev": -9.936, "symbols": ["N", "C", "N", "O", "H", "H", "H", "H", "C", "N", "O", "H", "H", "H"], "xyz": [[-0.590, 0.046, 2.025], [0.065, 0.921, 1.158], [-0.725, 1.912, 0.650], [1.254, 0.841, 0.921], [-1.381, -0.419, 1.601], [0.052, -0.680, 2.303], [-0.312, 2.396, -0.109], [-1.708, 1.763, 0.686], [-0.223, -1.464, -1.390], [1.095, -1.616, -1.743], [-0.879, -0.479, -1.634], [-0.622, -2.371, -0.902], [1.521, -0.745, -2.031], [1.641, -2.115, -1.059]]}


Most favorable first, least favorable last: version b, version a


Version a
{"formula": "C2H7N3O2", "method": "ωB97M-V/def2-TZVPD", "lumo_energy_ha": [0.0192, 0.0199], "orbital_gap_ha": [0.323, 0.333], "homo_ev": [-8.276, -8.518], "symbols": ["C", "C", "N", "N", "N", "O", "O", "H", "H", "H", "H", "H", "H", "H"], "xyz": [[0.472, -0.093, -1.063], [0.041, 0.743, 1.205], [-0.331, -0.183, 0.116], [-2.598, -0.205, 0.670], [-1.693, 0.174, -0.208], [-3.781, 0.100, 0.482], [-2.013, 0.622, -1.337], [0.104, -0.590, -1.928], [0.831, 0.852, -1.589], [1.441, -0.693, -0.903], [0.086, 1.687, 0.807], [-0.866, 0.604, 1.831], [0.953, 0.229, 1.587], [-2.188, -0.470, 1.560]]}


Version b
{"formula": "C2H7N3O2", "method": "ωB97M-V/def2-TZVPD", "smiles": "NCCN[N+](=O)[O-]", "lumo_energy_ha": 0.0237, "orbital_gap_ha": 0.346, "homo_ev": -8.772, "symbols": ["C", "C", "N", "N", "N", "O", "O", "H", "H", "H", "H", "H", "H", "H"], "xyz": [[0.001, 0.679, -0.772], [1.437, 0.156, 0.281], [-1.199, 0.828, 0.020], [-1.972, -0.237, 0.178], [1.601, -1.175, 0.647], [-1.567, -1.246, -0.367], [-3.078, -0.077, 0.755], [-0.284, -0.171, -1.370], [0.197, 1.577, -1.223], [2.301, 0.547, -0.386], [1.239, 0.903, 1.033], [-1.468, 1.767, 0.354], [0.691, -1.726, 0.789], [2.100, -1.824, 0.060]]}


Version c
{"formula": "C2H7N3O2", "method": "ωB97M-V/def2-TZVPD", "smiles": "NNC(=O)CNO", "lumo_energy_ha": 0.0126, "orbital_gap_ha": 0.345, "homo_ev": -9.033, "symbols": ["C", "N", "N", "C", "N", "O", "O", "H", "H", "H", "H", "H", "H", "H"], "xyz": [[-1.412, 0.030, 0.421], [-0.884, 1.392, 0.231], [0.878, -0.937, -0.155], [-0.491, -1.097, -0.066], [1.611, 0.194, 0.244], [-0.802, 1.595, -1.211], [-0.950, -2.212, -0.340], [0.125, 1.361, -1.423], [0.102, 1.372, 0.529], [1.360, -1.786, -0.451], [1.983, 0.016, 1.184], [2.442, 0.267, -0.354], [-1.591, -0.134, 1.489], [-2.372, -0.061, -0.099]]}


Most favorable first, least favorable last: version c, version b, version a


Version a
{"formula": "C2H7N3O2", "method": "ωB97M-V/def2-TZVPD", "smiles": "N=C(N)N.O=CO", "lumo_energy_ha": 0.0169, "orbital_gap_ha": 0.366, "homo_ev": -9.492, "symbols": ["O", "C", "O", "H", "H", "N", "C", "N", "N", "H", "H", "H", "H", "H"], "xyz": [[0.113, -1.540, 2.657], [-0.727, -0.948, 2.068], [-2.010, -0.859, 2.460], [-0.533, -0.445, 1.106], [-2.449, -0.252, 1.850], [-0.462, 0.509, -1.646], [0.705, 0.605, -0.885], [1.360, -0.606, -0.738], [1.131, 1.626, -0.263], [-0.815, 1.400, -1.971], [-0.403, -0.144, -2.410], [1.293, -1.266, -1.502], [2.296, -0.496, -0.384], [0.502, 2.417, -0.342]]}


Version b
{"formula": "C2H7N3O2", "method": "ωB97M-V/def2-TZVPD", "lumo_energy_ha": 0.0179, "orbital_gap_ha": 0.338, "homo_ev": -8.706, "symbols": ["C", "C", "H", "H", "H", "H", "H", "H", "H", "N", "N", "N", "O", "O"], "xyz": [[-0.147, 0.381, 0.197], [0.756, 0.974, -0.752], [1.118, -2.165, 0.918], [-0.181, -2.295, -0.631], [1.935, 1.069, -0.573], [0.864, 2.171, -0.913], [1.165, -0.473, -1.664], [-1.542, 2.107, 0.847], [-1.578, -0.801, 1.603], [0.666, -1.586, -0.216], [-0.221, -0.862, 0.471], [-1.427, 1.028, 0.737], [0.398, 0.193, -2.004], [-1.807, 0.259, 1.979]]}


Most favorable first, least favorable last: version a, version b


Version a
{"formula": "C4H9NO3", "method": "ωB97M-V/def2-TZVPD", "lumo_energy_ha": 0.0027, "orbital_gap_ha": 0.254, "homo_ev": -6.852, "symbols": ["C", "C", "C", "N", "C", "O", "O", "O", "H", "H", "H", "H", "H", "H", "H", "H", "H"], "xyz": [[-0.626, 0.204, -0.874], [0.964, -0.003, 0.695], [0.540, 1.062, -0.300], [-0.124, -0.001, 1.731], [0.575, -1.250, -0.187], [-0.602, -0.005, -2.233], [-1.872, 0.768, -0.489], [1.243, -1.594, -1.190], [0.095, -0.713, -2.338], [-2.542, 0.369, -1.056], [-0.931, -0.198, 1.014], [1.953, 0.032, 1.153], [-0.038, -0.762, 2.404], [-0.252, 0.897, 2.195], [0.258, 2.028, 0.129], [1.304, 1.207, -1.060], [0.054, -2.040, 0.407]]}


Version b
{"formula": "C4H9NO3", "method": "ωB97M-V/def2-TZVPD", "lumo_energy_ha": 0.0206, "orbital_gap_ha": 0.390, "homo_ev": -10.061, "symbols": ["C", "C", "C", "N", "C", "O", "O", "O", "H", "H", "H", "H", "H", "H", "H", "H", "H"], "xyz": [[1.280, -0.478, -0.250], [-1.311, -0.020, -0.184], [-1.739, -0.304, -1.611], [1.650, 0.646, 0.428], [1.514, 0.736, 1.899], [-0.274, -0.917, 0.245], [0.724, -0.173, 2.358], [1.970, 1.713, 2.435], [0.036, -0.687, 1.429], [1.807, 1.517, -0.056], [1.734, -1.395, 0.118], [1.260, -0.378, -1.332], [-0.958, 1.013, -0.071], [-2.143, -0.166, 0.508], [-2.574, 0.342, -1.883], [-0.930, -0.105, -2.315], [-2.045, -1.344, -1.718]]}


Most favorable first, least favorable last: version b, version a


Version a
{"formula": "C4H9NO3", "method": "ωB97M-V/def2-TZVPD", "smiles": "O=CNC(CO)CO", "lumo_energy_ha": 0.0216, "orbital_gap_ha": 0.373, "homo_ev": -9.569, "symbols": ["O", "C", "N", "C", "C", "O", "C", "O", "H", "H", "H", "H", "H", "H", "H", "H", "H"], "xyz": [[-0.435, -0.834, 3.103], [-0.140, -0.701, 1.934], [-1.061, -0.650, 0.924], [-0.664, -0.156, -0.404], [-0.369, 1.388, -0.425], [0.943, 1.862, -0.527], [0.408, -1.068, -1.018], [1.737, -0.730, -0.674], [0.909, -0.668, 1.608], [-1.998, -0.417, 1.218], [-1.550, -0.202, -1.020], [-0.884, 1.790, -1.305], [-0.932, 1.795, 0.414], [1.374, 1.982, 0.332], [0.276, -2.098, -0.682], [0.243, -1.090, -2.103], [2.143, -0.205, -1.375]]}


Version b
{"formula": "C4H9NO3", "method": "ωB97M-V/def2-TZVPD", "smiles": "O=C=C(O)O.CCN", "lumo_energy_ha": [0.0090, 0.0169], "orbital_gap_ha": [0.269, 0.278], "homo_ev": [-7.073, -7.116], "symbols": ["C", "C", "C", "C", "N", "O", "O", "O", "H", "H", "H", "H", "H", "H", "H", "H", "H"], "xyz": [[1.927, -0.415, -0.521], [-1.556, 0.041, -0.207], [-2.568, 0.411, 0.859], [2.144, -1.768, -0.854], [-0.040, 0.181, 0.402], [1.481, 0.388, -1.560], [2.823, 0.140, 0.384], [2.996, -2.575, -0.968], [0.991, 1.093, -1.066], [3.520, 0.540, -0.168], [0.058, 1.131, 0.744], [0.008, -0.428, 1.213], [-1.591, 0.726, -1.054], [-1.675, -0.977, -0.572], [-2.417, 1.427, 1.224], [-3.576, 0.368, 0.444], [-2.525, -0.282, 1.699]]}


Version c
{"formula": "C4H9NO3", "method": "ωB97M-V/def2-TZVPD", "smiles": "CCC(=O)NC=O.O", "lumo_energy_ha": 0.0211, "orbital_gap_ha": 0.408, "homo_ev": -10.520, "symbols": ["O", "C", "N", "C", "O", "C", "C", "H", "H", "H", "H", "H", "H", "H", "H", "H", "O"], "xyz": [[-0.626, -1.438, -0.835], [-0.391, -0.328, -0.398], [0.889, 0.177, -0.568], [1.336, 1.459, -0.338], [2.441, 1.820, -0.644], [-1.462, 0.504, 0.259], [-1.162, 0.935, 1.692], [1.527, -0.459, -1.037], [0.627, 2.141, 0.137], [-2.341, -0.129, 0.262], [-1.689, 1.356, -0.391], [-0.577, 0.180, 2.229], [-0.616, 1.868, 1.810], [-2.061, 1.077, 2.282], [1.902, -3.537, -1.134], [0.652, -2.693, -1.523], [1.551, -2.933, -1.802]]}


Most favorable first, least favorable last: version c, version a, version b


Version a
{"formula": "C4H9NO3", "method": "ωB97M-V/def2-TZVPD", "smiles": "O=C(O)NCCCO", "lumo_energy_ha": 0.0242, "orbital_gap_ha": 0.388, "homo_ev": -9.912, "symbols": ["C", "C", "C", "O", "N", "C", "O", "O", "H", "H", "H", "H", "H", "H", "H", "H", "H"], "xyz": [[0.340, 1.094, 0.374], [1.239, 0.350, -0.638], [1.379, -1.129, -0.290], [1.506, -2.175, -1.261], [-1.043, 1.102, -0.014], [-2.087, 0.459, 0.591], [-1.908, -0.151, 1.786], [-3.180, 0.419, 0.070], [0.713, 2.124, 0.434], [0.478, 0.468, 1.268], [0.988, 0.477, -1.687], [2.229, 0.831, -0.733], [2.243, -1.319, 0.334], [0.420, -1.410, 0.197], [0.705, -2.255, -1.785], [-1.393, 1.901, -0.514], [-2.629, -0.784, 1.870]]}


Version b
{"formula": "C4H9NO3", "method": "ωB97M-V/def2-TZVPD", "smiles": "COC(N)=O.C=CO", "lumo_energy_ha": 0.0310, "orbital_gap_ha": 0.356, "homo_ev": -8.837, "symbols": ["C", "C", "N", "O", "O", "H", "H", "H", "H", "H", "C", "C", "O", "H", "H", "H", "H"], "xyz": [[0.583, -1.131, -1.451], [-1.403, 0.036, -0.568], [-2.428, -0.490, 0.164], [-0.192, -0.776, -0.295], [-1.531, 0.674, -1.583], [-3.281, 0.049, 0.138], [-2.194, -0.895, 1.058], [0.079, -1.952, -1.961], [0.687, -0.271, -2.115], [1.556, -1.477, -1.104], [0.853, 0.376, 1.106], [2.126, 0.774, 1.176], [-0.277, 1.441, 0.927], [-0.285, 1.948, 0.102], [0.501, -0.413, 1.753], [2.742, 0.450, 2.005], [2.466, 1.657, 0.647]]}


Version c
{"formula": "C4H9NO3", "method": "ωB97M-V/def2-TZVPD", "smiles": "N[C@H](CO)CC(=O)O", "lumo_energy_ha": 0.0239, "orbital_gap_ha": 0.372, "homo_ev": -9.466, "symbols": ["C", "O", "C", "C", "C", "O", "O", "N", "H", "H", "H", "H", "H", "H", "H", "H", "H"], "xyz": [[-1.381, -0.108, -0.120], [-1.967, -0.018, 1.170], [-0.183, 0.791, -0.580], [1.118, 0.058, -1.022], [1.247, -1.276, -0.254], [0.782, -1.286, 1.081], [1.879, -2.197, -0.619], [0.113, 1.723, 0.552], [-2.226, 0.105, -0.783], [-1.098, -1.152, -0.128], [-0.542, 1.363, -1.476], [1.232, -0.112, -2.190], [1.948, 0.716, -0.994], [0.508, -2.134, 1.349], [-0.756, 2.097, 0.930], [-1.353, 0.168, 1.876], [0.678, 1.262, 1.206]]}


Most favorable first, least favorable last: version a, version c, version b


Version a
{"formula": "C4H9NO3", "method": "ωB97M-V/def2-TZVPD", "smiles": "CC(=O)ON.CC=O", "lumo_energy_ha": 0.0114, "orbital_gap_ha": 0.352, "homo_ev": -9.260, "symbols": ["C", "C", "N", "O", "O", "H", "H", "H", "H", "H", "C", "C", "O", "H", "H", "H", "H"], "xyz": [[2.066, -0.230, 0.795], [1.380, -0.174, -0.531], [-0.603, -1.472, 1.191], [-0.491, -0.852, -0.088], [1.747, -0.501, -1.610], [-0.915, -0.727, 1.825], [-1.373, -2.128, 1.086], [1.973, -1.242, 1.188], [3.116, 0.018, 0.653], [1.592, 0.449, 1.502], [-1.608, 0.970, -1.384], [-0.885, 0.719, -0.088], [-1.173, 1.173, 0.996], [0.544, 0.865, -0.474], [-1.560, 2.038, -1.600], [-2.653, 0.687, -1.262], [-1.157, 0.407, -2.197]]}


Version b
{"formula": "C4H9NO3", "method": "ωB97M-V/def2-TZVPD", "smiles": "CCC(=O)NC=O.O", "lumo_energy_ha": 0.0243, "orbital_gap_ha": 0.407, "homo_ev": -10.400, "symbols": ["O", "C", "N", "C", "O", "C", "C", "H", "H", "H", "H", "H", "H", "H", "H", "H", "O"], "xyz": [[1.033, 0.187, -1.386], [0.522, -0.178, -0.330], [-0.681, -0.806, -0.418], [-1.458, -1.163, 0.682], [-2.173, -2.131, 0.677], [1.179, 0.191, 1.000], [0.561, 1.389, 1.764], [-1.036, -1.129, -1.322], [-1.379, -0.546, 1.571], [2.174, 0.424, 0.634], [1.316, -0.711, 1.588], [-0.512, 1.348, 1.605], [0.861, 1.403, 2.807], [0.973, 2.284, 1.278], [-0.611, -0.564, -4.077], [0.042, 0.156, -2.843], [-0.810, -0.154, -3.230]]}


Most favorable first, least favorable last: version b, version a